1.
C3HLiO4Tl | the ωB97M-V functional and the def2-TZVPD basis

```
! wB97M-V def2-TZVPD RIJCOSX def2/J DEFGRID3
* xyz 1 1
O -1.39983 0.76045 -0.66275
C -1.56768 -0.41607 -0.43627
O -1.98477 -1.27713 -1.30633
Li -0.91723 1.91487 -2.02487
O -0.73938 -1.21387 0.45759
H -1.42656 -2.15670 -1.06235
C 0.53859 -0.84197 0.69462
C 1.43793 -0.08278 1.07465
O 2.07962 0.98545 1.00391
Tl 3.97931 2.32775 2.26180
*
```

Output
* Kohn-Sham gap: 0.22743 Eh
* HOMO energy: -0.377 Ha

---

2.
C4H14NOS | the ωB97M-V functional and the def2-TZVPD basis

```
! wB97M-V def2-TZVPD RIJCOSX def2/J DEFGRID3
* xyz 0 2
C -2.54252 0.06966 0.40394
C -0.99015 0.19175 0.26588
C -0.29727 -1.26520 0.23333
C 1.25229 -1.18580 0.49889
S 1.69972 -0.90652 2.22189
N -0.64859 0.98628 -1.15946
H -3.16150 0.05256 -0.58564
H -3.11231 0.93505 0.68786
H -2.88868 -0.61595 1.13522
H -0.50678 0.91009 0.98191
H -0.76088 -1.83282 0.92760
H -0.60788 -1.75083 -0.70334
H 1.49619 -0.21488 -0.10577
H 1.92306 -1.96486 -0.06306
H 2.87871 -1.18346 1.85681
H -0.55761 2.00344 -1.04859
H -1.32611 1.00332 -1.76931
H 0.29454 0.61184 -1.58608
H 3.09801 0.77952 -0.73748
H 2.49437 2.11613 -0.49707
O 2.26337 1.26069 -0.95751
*
```

Output
* Kohn-Sham gap (alpha / beta): 0.13711 / 0.35044 Eh
* HOMO energy (alpha / beta): -0.116 / -0.336 Ha

---

3.
C30H30N8O5S3Zr | the ωB97M-V functional and the def2-TZVPD basis

```
! wB97M-V def2-TZVPD RIJCOSX def2/J DEFGRID3
* xyz 0 1
Zr 0.16014 -0.54369 -0.08193
C -1.03225 1.57840 -3.00162
C 0.15372 1.48163 -2.08474
N 0.94548 0.47068 -2.31944
N 2.26543 0.55412 -1.96939
C 2.92432 -0.41237 -1.44632
S 2.36200 -1.86191 -0.65588
S 4.67541 -0.16118 -1.39164
C 4.92848 1.33422 -2.38826
C 4.49538 2.63835 -1.77317
C 4.84001 2.96832 -0.46746
C 4.46322 4.18857 0.07094
C 3.74078 5.09492 -0.68980
C 3.39581 4.77292 -1.99294
C 3.77033 3.55233 -2.52924
C 0.36667 2.54900 -1.09266
C -0.11497 3.84212 -1.32530
C 0.05975 4.84698 -0.39781
C 0.71492 4.56953 0.79847
C 1.17649 3.29859 1.07002
C 0.98670 2.27223 0.14254
O 1.35921 1.02656 0.45055
H -0.76553 2.25707 -3.81745
H -1.91926 1.95947 -2.49974
H -1.23935 0.60525 -3.44149
H 4.46337 1.19133 -3.36214
H 6.01227 1.34598 -2.53676
H 5.38754 2.25456 0.13627
H 4.72849 4.42999 1.09290
H 3.43891 6.04337 -0.26505
H 2.82245 5.47084 -2.59110
H 3.48004 3.29320 -3.54128
H -0.61961 4.05790 -2.25810
H -0.30811 5.84363 -0.60120
H 0.85426 5.35395 1.53195
H 1.66377 3.06675 2.00849
C 1.88350 -2.81079 3.59736
C 1.03487 -2.25387 2.50584
N 1.12668 -1.06379 2.05955
O 2.07455 -0.26970 2.61296
C 0.01208 -3.05870 1.84895
C -0.36021 -4.43940 2.26513
N -0.63459 -2.45222 0.88821
O -1.64724 -3.04262 0.35839
H 2.54207 -2.04834 4.00179
H 2.48701 -3.62983 3.20140
H 1.26015 -3.21799 4.39425
H 2.06176 0.46707 1.97940
H 0.45774 -4.93513 2.78343
H -0.64109 -5.00444 1.37582
H -1.23790 -4.43853 2.91824
N -5.92509 -3.61730 3.34494
C -5.13743 -2.70702 2.67629
C -5.54565 -2.18662 1.44135
C -4.74229 -1.29826 0.75935
C -3.51331 -0.93211 1.29678
C -3.09037 -1.44166 2.51412
C -3.90107 -2.31852 3.20283
S -2.54568 0.22870 0.42642
O -3.29971 1.42469 0.21945
O -1.27745 0.41996 1.21775
N -1.92496 -0.30828 -0.92673
C -1.90924 -1.46865 -1.66482
N -0.63078 -1.82274 -1.87663
C -0.38382 -2.83126 -2.69968
C -1.43341 -3.49281 -3.30815
C -2.71782 -3.04893 -3.01344
N -2.97962 -2.02013 -2.21663
H -6.89429 -3.66925 3.08439
H -5.74717 -3.75290 4.32405
H -6.49898 -2.48489 1.02359
H -5.05949 -0.89709 -0.19435
H -2.13254 -1.14355 2.91816
H -3.57777 -2.71710 4.15696
H 0.65720 -3.09601 -2.83758
H -1.26501 -4.31896 -3.98175
H -3.57991 -3.53467 -3.45759
*
```

Output
* Kohn-Sham gap: 0.26928 Eh
* HOMO energy: -0.284 Ha